Molecular formula: C39H35N7OPRuSi
Method: DFT, ωB97M-V/def2-TZVPD

```
85
Properties=species:S:1:pos:R:3
Ru -0.2281 -0.3173 0.4967
P -0.2883 1.9552 -0.0283
Si 0.0251 -2.7436 -0.0131
O -2.6210 -1.5532 1.4722
N 3.8490 -0.3823 1.5953
N 0.3888 -0.1296 2.4177
N 2.1239 -0.1988 -2.0422
N 5.8479 -0.7638 0.5405
N 1.8875 -0.2740 0.2713
N 4.0032 -0.4632 -0.7755
N -2.2361 -0.3138 0.9675
C 1.2615 3.8819 3.2081
C 0.0671 2.4648 -1.7340
C -2.5140 -2.6992 -1.2858
C 1.7176 -0.1061 2.6374
C -3.1511 0.5780 0.9393
C -0.4709 2.1618 -4.0670
C 2.2240 2.8148 0.8330
C 2.5606 -0.2648 1.4348
C 3.4836 -4.0654 -1.8773
C -4.2802 2.6805 0.7140
C 1.7245 -3.3377 -0.3864
C -4.3684 4.0416 0.4845
C 0.3755 3.2131 -4.3969
C -3.3970 -2.4137 -2.3076
C -2.9411 -1.8045 -3.4765
C 2.1821 -3.6341 -1.6743
C 2.6259 3.8725 2.9542
C 3.1058 3.3403 1.7648
C 4.5414 -0.5420 0.4417
C 0.8483 2.8310 1.0756
C -1.1444 -2.3945 -1.4054
C 4.3463 -4.2030 -0.7981
C 1.0486 3.9022 -3.3982
C 3.9068 -3.9224 0.4897
C -1.5988 -1.4968 -3.6183
C 2.2575 0.0536 3.8976
C -3.0615 2.0015 0.6039
C 2.6039 -3.4972 0.6929
C -0.4366 -0.0069 3.4659
C -3.2297 4.7520 0.1400
C 0.0337 0.1578 4.7549
C -0.6257 1.7892 -2.7414
C 0.3753 3.3632 2.2752
C 1.4003 0.1957 4.9769
C -0.7067 -1.7826 -2.5907
C -1.9109 2.7226 0.2498
C -2.0172 4.0905 0.0198
C 0.8886 3.5398 -2.0675
C 2.6924 -0.3084 -0.8267
H -0.5953 -3.4142 1.1468
H -5.3217 4.5437 0.5759
H -3.6360 -1.5896 -4.2777
H 5.3591 -4.5493 -0.9582
H -4.4406 -2.6838 -2.2122
H 2.2640 -3.3009 1.7063
H 0.8838 4.3059 4.1293
H -2.8738 -3.1991 -0.3955
H -1.2378 -1.0497 -4.5358
H -1.4929 -0.0543 3.2554
H 3.8227 -4.3069 -2.8759
H 3.3324 0.0616 4.0044
H 0.4984 3.5041 -5.4315
H -1.1339 4.6508 -0.2635
H -1.2963 0.9721 -2.4907
H 1.4030 4.1005 -1.2986
H 1.2411 0.2843 -2.1189
H 6.2806 -0.8151 1.4457
H -1.0175 1.6412 -4.8424
H -3.5826 -1.5496 1.6139
H 3.3144 4.2893 3.6773
H 1.6938 4.7324 -3.6531
H 2.7709 -0.0824 -2.8085
H 4.1683 3.3384 1.5594
H -0.6883 3.3849 2.4815
H 1.5154 -3.5538 -2.5237
H 0.3458 -1.5609 -2.7245
H 1.7924 0.3257 5.9764
H 2.6131 2.4038 -0.0910
H 6.3979 -0.8771 -0.2935
H -5.1721 2.1299 0.9872
H -3.2840 5.8170 -0.0413
H 4.5732 -4.0525 1.3325
H -4.1477 0.2664 1.2518
H -0.6704 0.2490 5.5695
```

Properties
* energy relative to the best compared isomer or geometry (same formula, charge and spin): 1.3 kcal per mole
* total charge: +2
* ⟨S²⟩: 0.77
* 2S+1: 2
* orbital gap (alpha / beta): 6.728 / 6.940 eV

Mulliken atomic charge list, values in e, 6 entries:
1 Ru -1.25
2 P 2.74
3 Si 0.68
4 O -0.45
5 N -0.79
6 N 1.00



Molecular formula: C39H35O4Si
Method: DFT, ωB97M-V/def2-TZVPD

```
79
Properties=species:S:1:pos:R:3
Si -0.0415 2.5577 1.0377
O -1.5853 -7.9003 -0.0005
O 3.0776 -0.4360 -4.5643
O -0.7129 1.0216 0.1745
O 0.6711 -0.2657 1.3412
C -2.6776 -7.8824 1.0147
C -0.5814 -2.2565 1.3786
C -3.2409 -6.4451 1.0351
C 0.3860 2.5937 5.1938
C -2.6818 3.6869 0.7774
C 2.5271 1.9938 4.2732
C 0.9213 -0.3365 -3.6781
C -1.0189 5.1857 1.6475
C -3.2945 5.9713 1.3538
C -1.0670 -1.4740 0.1698
C 0.6979 -1.6438 1.8603
C -1.1241 -3.8723 -0.9401
C 2.1469 3.4230 -2.3569
C -0.3973 -4.8525 -1.6625
C -3.6413 4.7088 0.8732
C 1.4542 -2.5212 -2.0394
C 3.1699 4.2602 -1.9103
C -0.0679 -0.7621 -2.8080
C 3.2372 4.5937 -0.5565
C -0.1341 2.7197 3.8979
C 1.2073 2.9033 -1.4573
C 1.2782 3.2043 -0.0890
C 2.0011 2.1164 2.9793
C -1.4619 -6.6171 -0.4543
C -0.2773 -0.1707 0.4323
C -1.9723 6.2086 1.7396
C 2.2908 4.0777 0.3454
C -0.5021 -6.2047 -1.3755
C 0.9586 0.8046 -4.6217
C 2.4425 -2.1172 -2.9216
C 2.1682 -1.0132 -3.7257
C 2.4041 0.7616 -5.1536
C 0.6511 2.4238 2.7657
C 1.7148 2.2140 5.3902
C -2.1967 -4.3223 -0.1427
C -2.3448 -5.6848 0.1240
C -0.9385 -2.3058 -1.1074
C 0.2148 -1.8607 -2.0002
C -1.3539 3.9028 1.1712
H -1.0243 -0.2298 -2.7628
H -2.9681 2.7079 0.3976
H 0.4027 2.2644 -1.8252
H -3.4245 -8.6335 0.7239
H -1.6856 7.1951 2.1131
H 0.7328 1.7624 -4.1297
H -4.0445 6.7643 1.4193
H -1.1699 3.0446 3.7707
H 2.4449 0.6412 -6.2465
H -2.0964 -1.0976 0.2983
H -0.3875 -3.3230 1.2216
H 3.3909 -2.6276 -2.9817
H 2.9881 1.6336 -4.8253
H 1.6149 -3.3565 -1.3517
H 0.1404 -6.9423 -1.8361
H -2.9217 -3.6320 0.3004
H 0.2376 0.6880 -5.4449
H 2.3624 4.3659 1.3988
H 0.7546 -1.6629 2.9554
H 4.0233 5.2591 -0.1991
H -1.3651 -2.1333 2.1373
H -3.2420 -6.0519 2.0547
H -4.6680 4.5100 0.5643
H 0.2916 -4.5641 -2.4593
H -1.8289 -2.0213 -1.7103
H 2.6654 1.9647 2.1230
H 3.5716 1.7123 4.4066
H 1.5892 -2.1219 1.4458
H 2.0652 3.1812 -3.4165
H -2.2401 -8.1656 1.9788
H 3.8986 4.6570 -2.6227
H -0.2560 2.7826 6.0566
H 0.0075 5.4061 1.9616
H -4.2796 -6.4523 0.6738
H 2.1134 2.0865 6.3996
```

Properties
* energy relative to the best compared isomer or geometry (same formula, charge and spin): 0.0 kcal per mole
* total charge: +1
* orbital gap: 6.999 eV

Mulliken atomic charge list, values in e, 6 entries:
1 Si -0.09
2 O -0.53
3 O -0.55
4 O -0.23
5 O -0.29
6 C -0.34



Molecular formula: C39H36Cl5CrN5OSi
Method: DFT, ωB97M-V/def2-TZVPD

```
88
Properties=species:S:1:pos:R:3
Cr -0.4206 -0.3010 -0.5786
Cl 1.7622 1.4855 -2.4840
Cl 2.5417 0.9231 -5.3410
Cl 0.8214 -0.9149 -7.1438
Cl -2.7546 -1.4912 -3.2521
Cl -1.8287 -2.0821 -6.0492
Si -1.5536 2.6614 -1.3549
O 1.7254 0.5802 1.3391
N -0.4524 1.6857 -0.3384
N -0.6696 -0.6388 1.5847
N 1.8122 -1.0861 -1.0010
N -2.4660 -0.7376 -0.2283
N -0.3625 -2.4974 -0.3642
C 1.1327 0.1811 -4.6935
C 1.5485 1.9562 1.1955
C -1.1502 -0.9407 -3.6696
C -0.8138 -1.1611 -5.0085
C -0.3466 -0.2528 -2.7446
C 2.4994 2.7922 1.7705
C -1.2941 -1.3895 4.1663
C 3.1664 -0.9451 2.4437
C 0.4707 2.4445 0.4198
C 2.3441 -0.0082 4.9174
C 0.4979 -3.0759 -1.4074
C 0.3615 -0.6272 -5.5185
C 2.9878 -0.4496 -0.9509
C -4.6610 -0.1697 0.5341
C 1.8184 -2.3614 -1.4192
C 3.6543 -1.5264 3.6073
C -2.7696 -2.0364 -0.0601
C -1.2188 0.2363 2.4262
C -4.9795 -1.5083 0.6806
C -0.7323 3.8993 -2.5154
C 0.7596 0.3689 -3.3597
C -1.7261 -3.0521 -0.4276
C 1.8453 0.5729 3.7631
C 1.3069 4.6951 1.0417
C -4.0077 -2.4519 0.3934
C -2.7631 3.5682 -0.2010
C 3.2434 -1.0650 4.8478
C 4.1812 -1.0307 -1.3422
C 4.1738 -2.3387 -1.7910
C 2.2522 0.0947 2.5222
C -0.7120 -2.2946 3.2937
C -2.6272 1.7080 -2.5745
C -1.5535 -0.1013 3.7244
C 0.3979 3.8570 0.4287
C -3.3962 0.1673 0.0953
C 2.3998 4.1662 1.7048
C 0.2123 -2.7666 0.9771
C 2.9685 -3.0208 -1.8148
C -0.4192 -1.8787 2.0065
H -1.8160 -3.9321 0.2164
H -0.4183 4.3400 -0.0807
H 5.0886 -2.8267 -2.0996
H -1.5371 -1.6843 5.1784
H 3.3309 2.3403 2.2942
H -3.7707 3.5624 -0.6245
H -3.1100 1.2032 0.0103
H -4.2011 -3.5092 0.5164
H -2.8120 3.1238 0.7971
H 3.1475 4.7958 2.1659
H 3.6329 -1.5111 5.7527
H 3.5103 -1.2868 1.4763
H 1.2800 -2.5532 0.9518
H -2.0028 0.6369 4.3735
H -1.3893 1.2300 2.0265
H 0.2098 4.3161 -2.1656
H 2.9136 -4.0522 -2.1368
H 0.0002 -2.9376 -2.3675
H -3.0027 0.7295 -2.2889
H 2.9716 0.5658 -0.5938
H -5.3706 0.6126 0.7618
H 1.1694 1.4151 3.8194
H -0.5445 3.4274 -3.4802
H 0.6458 -4.1498 -1.2513
H 0.0864 -3.8220 1.2367
H -3.4949 2.3454 -2.7710
H -2.0967 1.5872 -3.5189
H -0.4952 -3.3090 3.6004
H 2.0309 0.3718 5.8813
H -1.9211 -3.3786 -1.4448
H -2.4893 4.6147 -0.0594
H 1.1616 5.7657 0.9808
H 5.0949 -0.4563 -1.2862
H -1.4259 4.7286 -2.6867
H -5.9569 -1.8134 1.0294
H 4.3737 -2.3321 3.5373
```

Properties
* total charge: +1
* ⟨S²⟩: 3.79
* 2S+1: 4
* orbital gap (alpha / beta): 6.857 / 6.721 eV

natural (NBO) atomic charge list, values in e, 6 entries:
1 Cr 1.59
2 Cl 0.10
3 Cl 0.06
4 Cl 0.08
5 Cl 0.05
6 Cl 0.07



Look up the total charge of the first one. +2



Which of these has the highest total charge? C39H35N7OPRuSi



Look up the total charge of the second one. +1